1.
Computed, not measured: a molecular structure, C4H9NO2, with ωB97M-V/def2-TZVPD.

Last column: natural (NBO) charge in e.
Geometry (Å):
O (-1.857, 0.825, -1.064)  -0.731
O (-1.153, 0.318, 1.396)  -0.688
N (1.014, 1.082, 0.734)  -0.668
C (0.501, -1.425, 1.000)  -0.680
C (-0.834, -0.111, -1.089)  -0.202
C (1.092, 1.011, -0.592)  0.078
C (-0.168, -0.095, 0.787)  0.605
H (0.876, 1.856, -1.241)  0.207
H (0.933, -1.428, 2.002)  0.237
H (-0.252, -2.210, 0.929)  0.232
H (1.670, 0.200, -1.019)  0.183
H (-2.149, 0.859, -0.131)  0.491
H (1.288, -1.617, 0.272)  0.212
H (-0.314, -0.030, -2.046)  0.178
H (-1.177, -1.150, -0.991)  0.167
H (0.530, 1.917, 1.054)  0.381

charge	0
HOMO	-0.298	hartree
max |F|	0.6	eV/A
spin multiplicity	1



2.
Computed, not measured: 2 unconnected molecules or ions with the total composition C2H8Cl2Si2, with ωB97M-V/def2-TZVPD.

Last column: natural (NBO) charge in e.
Geometry (Å):
Cl (0.105, 2.988, -1.405)  -0.377
Cl (0.677, 1.945, 1.650)  -0.430
Si (0.154, 1.247, -0.321)  0.820
Si (-1.768, -0.032, 0.264)  0.662
C (2.156, -0.168, -1.585)  -0.682
C (-0.816, -1.353, 1.414)  -0.985
H (2.931, 0.355, -1.215)  0.184
H (-0.032, -1.843, 0.871)  0.235
H (1.918, -1.148, -1.232)  0.198
H (-0.386, -0.682, 2.200)  0.253
H (-1.480, -2.017, 1.802)  0.227
H (-2.810, 0.788, 0.972)  -0.131
H (-2.467, -0.259, -0.878)  -0.172
H (1.818, 0.181, -2.534)  0.198

charge	0
HOMO	-0.310	hartree
max |F|	4.9	eV/A
spin multiplicity	1



3.
Computed, not measured: 2 unconnected molecules or ions with the total composition C2H7NS, with ωB97M-V/def2-TZVPD.

Last column: natural (NBO) charge in e.
Geometry (Å):
S (-1.885, 0.565, 1.977)  -0.529
N (-0.118, 0.111, -0.353)  -0.393
C (1.142, -0.470, 0.041)  -0.439
C (-0.405, 0.344, -1.552)  0.005
H (-1.032, 0.343, 0.751)  0.251
H (-0.962, 0.061, 2.798)  0.121
H (1.707, -0.840, -0.818)  0.189
H (0.286, 0.140, -2.366)  0.159
H (1.716, 0.281, 0.591)  0.224
H (0.925, -1.299, 0.716)  0.223
H (-1.373, 0.763, -1.785)  0.190

charge	0
structure (SMILES)	C=NC.S
HOMO	-0.303	hartree
max |F|	1.3	eV/A
spin multiplicity	1



4.
Computed, not measured: 8 unconnected molecules or ions with the total composition C54H57BBrF7NO5, with ωB97M-V/def2-TZVPD.

Last column: Mulliken charge in e.
Geometry (Å):
Br (-2.835, 3.426, -1.778)  -0.212
F (6.594, 7.843, 4.873)  -0.287
F (4.708, -0.331, -1.560)  -0.289
F (-9.158, 2.744, -1.662)  -0.341
F (4.454, -4.872, 2.894)  -0.284
F (-3.238, -5.542, -1.525)  -0.331
F (4.492, 2.356, 1.274)  -0.243
F (0.442, -5.043, -5.576)  -0.349
O (1.955, 0.044, -1.576)  0.380
O (-2.426, 1.140, 1.045)  -0.637
O (-3.175, 0.229, -1.207)  -0.930
O (-0.418, 1.891, -2.425)  -0.250
O (-0.912, 0.395, -0.798)  -0.364
N (-4.451, 0.499, 2.219)  -0.792
C (3.354, -6.783, 2.076)  -0.430
C (5.212, 9.039, 6.354)  -0.486
C (6.574, -3.627, 0.013)  -0.663
C (1.118, -3.914, -5.265)  0.322
C (6.622, -1.695, -1.419)  -0.714
C (6.644, 5.618, 2.501)  -0.580
C (-4.400, -4.050, -0.134)  -0.309
C (0.956, -3.355, -4.014)  -0.536
C (1.657, -2.198, -3.699)  0.158
C (-6.658, -5.656, -0.361)  -0.311
C (-9.610, 4.119, 0.190)  -0.532
C (5.200, 3.425, 1.676)  0.433
C (5.327, -1.418, -1.039)  0.447
C (4.010, 9.137, 7.040)  -0.379
C (-9.005, 1.803, 0.487)  -0.293
C (6.670, 4.448, 3.248)  -0.473
C (5.941, 3.342, 2.838)  -0.513
C (1.712, 2.210, -0.485)  -1.115
C (7.250, -2.809, -0.882)  -0.372
C (1.914, 1.450, -1.769)  0.581
C (1.951, -3.354, -6.213)  -0.523
C (-5.582, 2.077, -1.793)  -1.111
C (-2.731, -1.886, -2.670)  0.461
C (-9.718, 4.262, 1.565)  -0.287
C (5.429, 7.942, 5.547)  0.369
C (-1.024, 0.634, -2.159)  -0.012
C (4.637, -2.213, -0.148)  -0.576
C (-2.575, 0.597, -2.402)  0.933
C (-6.700, -4.496, 0.401)  -0.576
C (3.039, -8.665, 3.539)  -0.525
C (-4.763, 1.741, -3.042)  -0.724
C (5.163, 4.577, 0.916)  -0.319
C (3.989, -6.122, 3.107)  0.528
C (2.880, -8.067, 2.297)  -0.383
C (-3.240, 1.868, -2.916)  -0.121
C (4.162, -6.698, 4.348)  -0.534
C (-4.381, -5.206, -0.891)  0.420
C (2.641, -2.193, -5.894)  -0.517
C (3.053, 8.140, 6.917)  -0.510
C (-9.259, 2.888, -0.327)  0.459
C (-2.808, -0.563, -3.390)  -1.690
C (5.267, -3.330, 0.378)  -0.126
C (3.678, -7.980, 4.563)  -0.335
C (0.911, 1.776, -2.852)  -1.134
C (-5.490, -6.016, -1.020)  -0.631
C (-9.103, 1.957, 1.861)  -0.353
C (-2.851, -3.080, -3.591)  -1.594
C (-9.463, 3.185, 2.401)  -0.497
C (2.496, -1.617, -4.640)  -0.681
C (5.889, 5.681, 1.338)  -0.438
C (4.490, 6.940, 5.406)  -0.063
C (-5.572, -3.693, 0.512)  -0.423
C (-3.464, 0.818, 1.648)  0.724
C (3.295, 7.042, 6.102)  -0.482
B (-2.180, 0.190, -0.125)  1.003
H (-3.854, -3.174, -3.988)  0.392
H (-5.080, 1.765, -0.892)  0.250
H (-2.220, -0.959, 0.345)  -0.471
H (2.119, 8.218, 7.456)  0.371
H (-6.500, 1.504, -1.850)  0.320
H (-9.998, 5.220, 1.984)  0.344
H (-5.804, 3.127, -1.752)  0.394
H (4.695, 6.098, 4.758)  0.339
H (-3.509, -3.439, -0.057)  0.476
H (-5.437, -6.910, -1.627)  0.414
H (-2.812, 2.116, -3.877)  0.600
H (-1.813, -1.938, -2.091)  0.177
H (3.232, -6.296, 1.118)  0.467
H (3.292, -1.738, -6.629)  0.366
H (4.668, -6.148, 5.130)  0.404
H (7.209, 6.479, 2.828)  0.438
H (-3.778, -0.505, -3.873)  0.409
H (2.053, -3.824, -7.182)  0.419
H (-5.061, 2.463, -3.797)  0.457
H (-3.552, -1.964, -1.977)  0.256
H (-7.614, -4.215, 0.909)  0.391
H (-0.524, -0.123, -2.758)  -0.038
H (3.620, -1.960, 0.128)  0.535
H (0.984, 1.055, -3.664)  0.359
H (-2.677, -3.966, -2.994)  0.292
H (2.888, 1.746, -2.171)  0.452
H (-8.895, 1.119, 2.510)  0.342
H (2.384, -8.600, 1.498)  0.355
H (5.862, 6.594, 0.758)  0.373
H (-9.539, 3.301, 3.474)  0.360
H (2.552, 6.263, 6.006)  0.374
H (1.390, 3.232, -0.642)  0.390
H (4.741, -3.968, 1.070)  0.479
H (-7.536, -6.282, -0.446)  0.349
H (7.260, 4.397, 4.154)  0.382
H (1.022, 1.714, 0.179)  0.273
H (5.974, 9.803, 6.440)  0.409
H (2.666, 2.262, 0.031)  0.030
H (2.823, -0.184, -1.235)  -0.167
H (-9.792, 4.950, -0.479)  0.399
H (7.127, -1.049, -2.125)  0.423
H (1.550, -1.746, -2.723)  0.417
H (5.941, 2.423, 3.409)  0.422
H (3.821, 9.995, 7.672)  0.349
H (7.064, -4.498, 0.428)  0.407
H (8.269, -3.038, -1.164)  0.374
H (-5.061, 0.771, -3.409)  0.272
H (2.664, -9.666, 3.709)  0.361
H (4.571, 4.602, 0.010)  0.464
H (-2.119, -3.092, -4.392)  0.322
H (1.210, 2.727, -3.279)  0.560
H (-2.086, -0.547, -4.202)  0.244
H (3.798, -8.443, 5.533)  0.351
H (-8.729, 0.854, 0.047)  0.405
H (0.289, -3.819, -3.298)  0.501
H (-5.602, -2.784, 1.099)  0.506
H (3.036, -0.713, -4.391)  0.422

charge	-1
HOMO	-0.206	hartree
max |F|	3.8	eV/A
spin multiplicity	1



5.
Computed, not measured: a molecular structure, C12H28BN2O2P2Sc, with ωB97M-V/def2-TZVPD.

Last column: natural (NBO) charge in e.
Geometry (Å):
Sc (-0.065, -0.476, 0.285)  1.536
P (2.482, -0.145, -0.233)  0.790
P (-2.576, 0.029, -0.161)  0.824
O (1.996, 2.098, -2.748)  -1.000
O (-0.410, 2.332, -2.285)  -1.056
N (-0.002, 0.150, 2.290)  -0.776
N (-0.136, -0.837, -1.896)  -0.650
C (-1.331, -1.027, -2.497)  0.270
C (1.020, -0.864, -2.634)  0.292
C (3.357, -1.710, 0.150)  -0.916
C (-3.467, 1.526, -0.652)  -0.929
C (-0.001, 0.124, 3.469)  0.520
C (-1.412, -1.382, -3.836)  -0.295
C (3.809, 1.100, -0.116)  -0.926
C (-2.633, -0.966, -1.723)  -0.732
C (2.258, -0.294, -2.087)  -0.880
C (-3.772, -0.852, 0.885)  -0.928
C (-0.243, -1.522, -4.583)  -0.119
C (0.974, -1.268, -3.971)  -0.276
B (-0.002, 0.105, 5.001)  -0.625
H (-1.006, 0.657, 5.406)  0.033
H (3.152, -0.729, -2.572)  0.229
H (-3.419, -0.500, -2.340)  0.252
H (-2.955, -1.984, -1.441)  0.260
H (3.416, -1.798, 1.248)  0.241
H (-0.630, 3.274, -2.268)  0.453
H (2.235, 1.026, -2.467)  0.439
H (4.361, -1.677, -0.299)  0.231
H (-0.014, 1.870, 0.078)  -0.175
H (-2.392, -1.574, -4.272)  0.219
H (1.910, -1.267, -4.525)  0.222
H (3.612, 1.928, -0.810)  0.273
H (-2.915, 2.014, -1.462)  0.275
H (4.792, 0.660, -0.332)  0.236
H (0.000, -1.074, 5.357)  0.035
H (-3.516, -1.918, 0.904)  0.254
H (-0.120, -2.187, 0.569)  -0.482
H (-3.510, 2.216, 0.200)  0.251
H (0.669, 2.284, -2.573)  0.499
H (2.138, 2.132, -3.702)  0.470
H (-3.685, -0.460, 1.907)  0.259
H (2.777, -2.553, -0.248)  0.252
H (0.024, 2.639, -0.423)  0.180
H (-4.485, 1.270, -0.975)  0.232
H (0.996, 0.660, 5.402)  0.036
H (3.796, 1.494, 0.910)  0.245
H (-0.285, -1.819, -5.629)  0.222
H (-4.790, -0.707, 0.504)  0.236

charge	0
HOMO	-0.286	hartree
max |F|	3.9	eV/A
spin multiplicity	1



- Which of these has the highest max |F|?
  C2H8Cl2Si2